Entry P
A structure of composition C7H14O2. Source: OMol25; level of theory: the ωB97M-V functional and the def2-TZVPD basis.

Properties
E_LUMO	0.9	eV
highest occupied orbital energy	-8.42	eV

Each line ends with the Mulliken charge.
Geometry (Å):
C  1.25562  0.45187  -0.67764  0.9644
C  0.78731  -1.43117  0.71522  -0.5118
C  -0.63170  0.85967  -0.29960  -0.6962
C  2.01139  1.40307  0.22264  -1.2719
C  -1.97099  0.61674  -0.98759  -1.1725
C  -0.69829  -1.42742  0.48301  -0.1193
C  -1.51074  -1.51895  1.56994  -0.7247
O  1.47027  -0.86799  -0.43846  -0.4799
O  1.43410  0.74629  -1.99836  -0.5160
H  1.71654  -0.04701  -2.46885  0.3440
H  1.04266  -0.86105  1.61170  0.2660
H  1.17674  -2.45153  0.78368  0.2887
H  -0.35383  1.82130  -0.73538  0.4233
H  -0.68810  1.12910  0.75114  0.3663
H  -0.98132  -1.95552  -0.42383  0.3332
H  1.76945  2.42780  -0.05843  0.3626
H  1.74202  1.25650  1.26565  0.3003
H  3.08942  1.24148  0.11049  0.3685
H  -1.82107  0.28437  -2.01777  0.2749
H  -2.56789  1.53184  -0.98709  0.3497
H  -2.57617  -0.11479  -0.46174  0.2956
H  -1.20955  -1.11516  2.52821  0.2492
H  -2.48589  -1.97944  1.51304  0.3058



Entry Q
A structure of composition C7H14O2. Source: OMol25; level of theory: the ωB97M-V functional and the def2-TZVPD basis.

Properties
E_LUMO (alpha / beta)	0.6 / 0.6	eV
highest occupied orbital energy (alpha / beta)	-7.61 / -7.61	eV

Each line ends with the Mulliken charge.
Geometry (Å):
C  -0.26144  0.87977  0.60731  1.5683
C  -0.62881  1.66945  -0.62928  -1.5106
C  1.11996  1.20124  1.14388  -1.5837
C  -1.30786  1.02715  1.70007  -1.9535
C  1.47350  -0.94013  -1.42017  -1.3741
C  0.40936  -1.11248  -0.44742  0.0999
C  -0.59501  -1.05613  0.27241  0.2869
O  -0.02056  -3.08294  -0.44326  -0.5288
O  -0.92818  -3.23819  -1.57135  -0.3632
H  -0.55948  -4.02577  -1.99264  0.2906
H  -1.43110  -1.42079  0.82311  0.5451
H  0.13673  1.61678  -1.40250  0.3019
H  -1.57769  1.33309  -1.04718  0.3546
H  -0.73416  2.73076  -0.37331  0.4346
H  1.13122  2.22566  1.53518  0.4523
H  1.39320  0.53123  1.95969  0.3707
H  1.89168  1.15805  0.37629  0.3343
H  -1.31565  2.06509  2.05324  0.4597
H  -2.31176  0.80031  1.33988  0.4188
H  -1.08944  0.39369  2.56076  0.4308
H  2.45103  -0.96322  -0.93955  0.3157
H  1.37196  -0.01451  -1.98839  0.3036
H  1.38251  -1.77812  -2.11676  0.3458



Entry R
A cluster of 2 separate species, C7H14O2 in total. Source: OMol25; level of theory: the ωB97M-V functional and the def2-TZVPD basis.

Properties
E_LUMO (alpha / beta)	0.8 / 0.7	eV
highest occupied orbital energy (alpha / beta)	-6.45 / -6.55	eV

Each line ends with the Mulliken charge.
Geometry (Å):
C  1.65351  -0.18861  0.39140  0.5791
C  -0.79225  -0.31537  0.72192  1.0194
C  -0.23348  -1.13492  -0.29791  -0.5682
C  0.92216  -0.38043  -0.89271  -0.5551
C  1.98862  1.14172  0.98077  -1.2487
C  -1.79589  -0.54204  -1.75790  -1.1690
C  -1.28952  1.10721  0.64767  -1.7570
O  2.69618  -1.06467  0.65713  -0.5103
O  -1.48959  -1.04661  1.68976  -0.5310
H  2.97735  -1.50778  -0.15612  0.3489
H  -2.39991  -0.72666  1.73065  0.3543
H  -0.14474  -2.20287  -0.11760  0.2291
H  1.46037  -1.00664  -1.61321  0.4079
H  0.50743  0.50193  -1.43141  0.1449
H  1.15197  1.83402  0.93906  0.2468
H  2.27107  1.04303  2.03388  0.3235
H  2.84485  1.60109  0.46885  0.3436
H  -0.78472  1.68221  -0.12624  0.3755
H  -1.49857  -1.18759  -2.58229  0.3877
H  -2.70911  -0.84813  -1.25183  0.3153
H  -1.85934  0.48686  -2.10807  0.3585
H  -1.11106  1.60210  1.61210  0.3921
H  -2.36533  1.15215  0.46211  0.5124



Entry S
An isolated molecule of C7H14O2. Source: OMol25; level of theory: the ωB97M-V functional and the def2-TZVPD basis.

Properties
E_LUMO	0.8	eV
highest occupied orbital energy	-8.43	eV

Each line ends with the Mulliken charge.
Geometry (Å):
C  -1.34307  -0.21217  0.28131  1.7819
C  3.48230  0.28454  0.12587  -0.7611
C  -1.17313  -0.15922  1.80430  -2.0170
C  -2.23381  0.94837  -0.17588  -1.5905
C  -0.10823  -0.40475  -1.95709  -1.5721
C  -0.02457  -0.16675  -0.47599  0.1867
C  1.14885  0.07091  0.10247  -0.2528
O  2.30855  0.11749  -0.62652  -0.3574
O  -2.04520  -1.40353  -0.06331  -0.5962
H  -1.51012  -2.15843  0.20415  0.4002
H  1.26300  0.25156  1.16300  0.4238
H  3.64335  -0.55489  0.81249  0.3270
H  4.30301  0.32531  -0.58838  0.2499
H  3.45982  1.21609  0.70316  0.3070
H  -2.14789  -0.29636  2.26755  0.4234
H  -0.51375  -0.95378  2.14910  0.4340
H  -0.77259  0.80018  2.11721  0.3704
H  -2.45198  0.84891  -1.23426  0.4117
H  -3.17201  0.92436  0.37181  0.4128
H  -1.73317  1.89561  0.00231  0.3387
H  0.81045  -0.86591  -2.31009  0.4462
H  -0.95567  -1.04650  -2.18619  0.3680
H  -0.23417  0.53895  -2.48702  0.2653



Q: Which of them is the least stable? A: entry Q.



Entry P
A cluster of 2 separate species, C5H14 in total. Source: OMol25; level of theory: the ωB97M-V functional and the def2-TZVPD basis.

Properties
charge	-1
E_LUMO (alpha / beta)	4.1 / 4.0	eV
2S+1	2
highest occupied orbital energy (alpha / beta)	1.49 / -7.68	eV

Each line ends with the Löwdin spin population.
Geometry (Å):
C  -1.39539  -0.30271  2.90483  0.1178
C  -2.29806  -1.32816  2.25851  0.2079
H  -0.25126  -0.63292  2.86265  0.0276
H  -1.50542  0.60601  2.41589  0.0266
H  -1.53822  -0.06876  3.95248  0.0115
H  -3.29094  -0.93037  2.09181  0.0277
H  -2.32542  -2.28279  2.69770  0.0200
H  -2.03913  -1.61256  1.22789  0.0564
C  0.85508  0.58454  -2.20764  0.1041
C  2.36279  0.48583  -2.50058  0.0564
C  0.56283  0.69545  -0.72498  0.1682
H  0.45796  1.38942  -2.71131  0.0147
H  0.32638  -0.34948  -2.46310  0.0386
H  2.71042  -0.46492  -1.92250  0.0161
H  0.04604  1.50902  -0.33450  0.0344
H  -0.01916  -0.14982  -0.49255  0.0360
H  1.46627  0.54567  -0.01223  0.0192
H  2.45368  0.35754  -3.58473  0.0094
H  2.98523  1.27420  -2.10840  0.0074



Entry Q
A cluster of 2 separate species, C5H14 in total. Source: OMol25; level of theory: the ωB97M-V functional and the def2-TZVPD basis.

Properties
charge	-1
E_LUMO (alpha / beta)	4.2 / 4.3	eV
2S+1	2
highest occupied orbital energy (alpha / beta)	1.55 / -7.25	eV

Each line ends with the Löwdin spin population.
Geometry (Å):
C  0.81270  2.79790  -0.77144  0.1592
C  -0.41335  2.02170  -0.32708  0.1001
H  0.67070  3.87837  -0.82865  0.0169
H  1.66883  2.58389  -0.13274  0.0369
H  1.10502  2.58337  -1.80176  0.0289
H  -1.01537  1.68629  -1.17775  0.0229
H  -1.01453  2.43708  0.44932  0.0168
H  -0.07503  1.03682  0.00771  0.0075
C  -0.42046  -1.51948  0.82620  0.0621
C  1.05254  -1.22022  0.67779  0.2262
C  -1.10230  -2.41631  -0.22873  0.0955
H  -0.65432  -1.98723  1.79540  0.0172
H  -0.99270  -0.61962  1.05983  0.0068
H  1.60442  -2.16268  0.67578  0.0495
H  -0.45618  -2.63148  -1.07454  0.0240
H  -1.47835  -3.32397  0.22881  0.0148
H  1.45183  -0.55709  1.44986  0.0623
H  1.25503  -0.70292  -0.26338  0.0389
H  -1.99847  -1.88441  -0.56466  0.0133



Q: Which of them is the least stable? A: entry P.



Entry P
An isolated molecule of C4H6ClF. Source: OMol25; level of theory: the ωB97M-V functional and the def2-TZVPD basis.

Properties
E_LUMO	1.0	eV
highest occupied orbital energy	-9.67	eV

Each line ends with the Mulliken charge.
Geometry (Å):
C  0.07765  1.41716  -0.08518  -0.2378
C  0.15156  -0.12804  -0.11888  0.5601
C  0.45901  -0.77076  -1.24511  -1.0226
C  -0.30625  -0.85230  1.07802  -0.5903
H  -0.79692  2.00455  -0.40549  0.2669
H  0.75594  1.52026  -0.95035  0.2378
H  0.98935  -0.24308  -2.09507  0.2193
H  0.38007  -1.80557  -1.33543  0.3224
H  -0.09218  -0.18269  1.85738  0.2940
H  0.09003  -1.80077  1.26879  0.4233
F  0.39126  1.73999  1.12170  -0.2789
Cl  -2.09952  -0.89875  0.90960  -0.1944



Entry Q
An isolated molecule of C4H6ClF. Source: OMol25; level of theory: the ωB97M-V functional and the def2-TZVPD basis.

Properties
E_LUMO	0.5	eV
highest occupied orbital energy	-9.65	eV

Each line ends with the Mulliken charge.
Geometry (Å):
C  2.29935  0.00398  -0.28993  -0.1972
C  1.17985  -0.79447  -0.49638  -0.1057
C  -0.05895  -1.17838  0.01667  -0.3232
C  -0.80622  -0.01171  0.76994  -0.4249
H  2.80615  0.31631  -1.30512  0.2387
H  3.19656  -0.59580  0.24067  0.2495
H  1.73311  -1.76837  -0.85979  0.1779
H  -0.44827  -2.24337  -0.19003  0.2973
H  -1.30228  -0.36564  1.70784  0.2476
H  -0.42607  0.89249  1.06157  0.3957
F  2.15306  1.39090  0.20522  -0.3254
Cl  -2.38947  0.18411  -0.14729  -0.2304



Entry R
An isolated molecule of C4H6ClF. Source: OMol25; level of theory: the ωB97M-V functional and the def2-TZVPD basis.

Properties
E_LUMO	0.9	eV
highest occupied orbital energy	-9.87	eV

Each line ends with the Mulliken charge.
Geometry (Å):
C  -0.32779  0.25726  1.39529  -0.6207
C  -0.06263  -0.22201  -0.05873  0.5673
C  -1.16494  -0.50065  -0.77955  -0.8456
C  1.20921  -0.06231  -0.70415  -0.3278
H  0.29224  -0.24570  2.10037  0.3305
H  -1.39521  0.13821  1.66037  0.3022
H  -2.20919  -0.34532  -0.53706  0.2978
H  -0.97914  -0.92472  -1.78497  0.2410
H  1.93095  0.54347  -0.12873  0.3094
H  1.68007  -1.05512  -0.80248  0.2003
F  1.05019  0.43017  -1.97083  -0.2674
Cl  -0.02376  1.98673  1.61048  -0.1870



Q: Which of them is the least stable? A: entry Q.



Entry P
A structure of composition C3H6N2O. Source: OMol25; level of theory: the ωB97M-V functional and the def2-TZVPD basis.

Properties
E_LUMO	0.8	eV
highest occupied orbital energy	-9.63	eV

Each line ends with the Mulliken charge.
Geometry (Å):
C  0.58343  -1.54231  -0.17094  0.4479
C  -1.30533  -0.51464  -0.13104  -0.3049
C  1.26092  0.73377  0.20666  -0.7331
N  -0.74346  -1.83325  0.10490  -0.1405
N  0.45723  -0.12734  -0.58654  -0.2693
O  1.66576  -2.11149  -0.09660  -0.5831
H  -1.87446  -0.32498  -0.99820  0.2765
H  -1.62858  -0.05908  0.76758  0.2662
H  0.93912  1.10458  1.26049  0.1959
H  2.19307  0.10216  0.27391  0.3407
H  1.34716  1.52711  -0.46056  0.2913
H  -1.21540  -2.66498  -0.01052  0.2125



Entry Q
An isolated molecule of C3H6N2O. Source: OMol25; level of theory: the ωB97M-V functional and the def2-TZVPD basis.

Properties
E_LUMO	0.6	eV
highest occupied orbital energy	-9.15	eV

Each line ends with the Mulliken charge.
Geometry (Å):
C  0.87567  0.08338  -0.03764  0.5875
C  -0.40135  -0.62387  0.63981  -0.6278
C  -1.70870  -0.32614  -0.28965  0.1574
H  0.06300  1.95542  0.26431  0.2682
H  1.78801  1.75914  -0.34754  0.2802
H  1.65724  -1.46437  -0.82618  0.2166
H  -0.18641  -1.70047  0.71983  0.3216
H  -0.61954  -0.24267  1.75767  0.2486
H  -2.35860  -1.22551  -0.92048  0.2514
N  0.98037  1.43956  0.14636  -0.4819
N  1.85066  -0.50686  -0.63574  -0.7870
O  -1.94035  0.85240  -0.47075  -0.4347



Entry R
A cluster of 2 separate species, C3H6N2O in total. Source: OMol25; level of theory: the ωB97M-V functional and the def2-TZVPD basis.

Properties
E_LUMO	0.2	eV
highest occupied orbital energy	-10.55	eV

Each line ends with the Mulliken charge.
Geometry (Å):
N  -0.65631  0.30211  1.48574  -0.6347
C  -0.16563  -0.11213  0.40738  0.4002
C  -0.18648  0.38819  -1.02683  -0.3180
O  0.52469  -0.83259  -1.41464  -0.3872
C  0.50174  -1.34231  -0.13894  0.5128
N  0.89270  -2.43426  0.33608  -0.6278
H  -0.53770  -0.40097  2.21819  0.2704
H  -0.49014  2.58765  0.86352  -0.1517
H  -1.18674  0.41344  -1.44286  0.2076
H  0.37843  1.28375  -1.29948  0.3016
H  -0.40375  3.16033  0.39406  0.1456
H  1.32918  -3.01323  -0.38220  0.2813



Entry S
A structure of composition C3H6N2O. Source: OMol25; level of theory: the ωB97M-V functional and the def2-TZVPD basis.

Properties
E_LUMO	0.8	eV
highest occupied orbital energy	-8.83	eV

Each line ends with the Mulliken charge.
Geometry (Å):
O  2.54978  -0.24789  -0.30269  -0.6079
C  1.34723  -0.12915  -0.19587  0.2909
N  0.62031  1.03508  -0.01776  -0.2150
C  -0.80334  0.77570  -0.25452  -0.4369
C  -0.86850  -0.68347  0.14676  -0.2612
N  0.40097  -1.15792  -0.23514  -0.1348
H  1.06465  1.89669  -0.30148  0.2592
H  -1.06002  0.98193  -1.30654  0.2385
H  -1.44584  1.35635  0.40015  0.2937
H  -0.92089  -0.53838  1.53840  0.0276
H  -1.57882  -1.17264  0.81985  0.3481
H  0.69448  -2.11629  -0.29115  0.1978



Q: Which of them is the least stable? A: entry R.



Entry P
An isolated molecule of C3H6N2O. Source: OMol25; level of theory: the ωB97M-V functional and the def2-TZVPD basis.

Properties
E_LUMO	1.0	eV
highest occupied orbital energy	-9.73	eV

Each line ends with the Mulliken charge.
Geometry (Å):
N  1.72701  0.10610  -0.45173  -0.4118
C  0.92495  0.77328  0.43356  0.2881
O  1.32181  1.67207  1.15382  -0.6093
C  -0.52072  0.34767  0.45038  0.0483
C  -1.21706  -0.31100  -0.68548  -0.3987
N  -0.77919  -1.09455  0.45468  -0.5419
H  2.71805  0.25496  -0.33268  0.2587
H  1.44622  -0.80729  -0.77789  0.2433
H  -1.11549  0.98700  1.09746  0.4098
H  -0.67903  -0.51646  -1.60798  0.1878
H  -2.27709  -0.10011  -0.81515  0.2739
H  -1.54946  -1.31165  1.08101  0.2518



Entry Q
A structure of composition C3H6N2O. Source: OMol25; level of theory: the ωB97M-V functional and the def2-TZVPD basis.

Properties
E_LUMO	0.3	eV
highest occupied orbital energy	-8.99	eV

Each line ends with the Mulliken charge.
Geometry (Å):
C  -1.06053  -0.68586  1.13996  -0.8897
N  0.48087  -1.52086  -0.87620  -0.6010
C  0.64061  -0.35069  -0.83635  0.4555
N  -0.41945  0.51449  0.52506  -0.4625
C  1.41808  0.71339  -1.49409  0.0723
O  1.42989  1.89224  -1.23501  -0.4905
H  -1.72478  -0.38307  1.94449  0.3000
H  -1.61991  -1.28134  0.40227  0.3489
H  -0.30996  -1.39059  1.52424  0.3443
H  -1.05407  1.17174  0.07471  0.2824
H  0.19489  1.06359  1.12523  0.2826
H  2.02435  0.25696  -2.29431  0.3576



Entry R
A cluster of 2 separate species, C3H6N2O in total. Source: OMol25; level of theory: the ωB97M-V functional and the def2-TZVPD basis.

Properties
E_LUMO	1.0	eV
highest occupied orbital energy	-8.90	eV

Each line ends with the Mulliken charge.
Geometry (Å):
C  -1.10249  -0.19138  1.22773  -0.7849
N  -0.10194  0.17398  0.27487  -0.3693
C  1.01652  -0.40039  0.09957  0.0689
N  1.80210  0.03699  -0.92703  -0.3779
C  -0.76812  1.05147  -1.60213  -0.0704
O  -1.85449  1.33271  -1.36618  -0.1848
H  -2.07941  0.07727  0.79972  0.2544
H  -0.98451  0.39433  2.14456  0.2654
H  -1.11418  -1.26092  1.47530  0.3233
H  1.39877  -1.21256  0.73149  0.3312
H  2.56579  -0.53440  -1.24881  0.2413
H  1.22197  0.53290  -1.60909  0.3028



Entry S
An isolated molecule of C3H6N2O. Source: OMol25; level of theory: the ωB97M-V functional and the def2-TZVPD basis.

Properties
E_LUMO	0.9	eV
highest occupied orbital energy	-9.74	eV

Each line ends with the Mulliken charge.
Geometry (Å):
O  2.53203  -0.26922  -0.11107  -0.6059
C  1.33037  -0.12970  -0.16357  0.3692
N  0.62518  1.07180  -0.07952  -0.2507
C  -0.80682  0.80927  -0.11929  -0.4065
C  -0.81484  -0.63422  0.39098  -0.4662
N  0.37772  -1.13776  -0.27292  -0.3148
H  1.01747  1.83827  -0.60667  0.2594
H  -1.22772  0.86102  -1.13309  0.2612
H  -1.36137  1.48870  0.53443  0.3004
H  -0.66887  -0.63018  1.48181  0.2650
H  -1.71548  -1.19977  0.15078  0.3340
H  0.71231  -2.06820  -0.07186  0.2548



Q: Which of them is the least stable? A: entry Q.